(1)
{
  "formula": "C9H14NO2P",
  "method": "ωB97M-V/def2-TZVPD",
  "species": ["C", "C", "C", "C", "C", "C", "C", "C", "C", "N", "O", "O", "P", "H", "H", "H", "H", "H", "H", "H", "H", "H", "H", "H", "H", "H", "H"],
  "coordinates": [[1.454, -0.072, -2.113], [1.167, 1.291, -1.990], [0.694, -0.956, -1.397], [0.142, 1.820, -1.319], [-0.437, -0.480, -0.560], [-0.822, 0.947, -0.641], [-2.658, 2.487, -0.300], [2.277, -2.526, 1.204], [-1.075, -0.702, 2.273], [-2.050, 1.193, -0.226], [1.442, 0.244, 1.505], [0.897, -2.362, 1.361], [0.383, -0.683, 1.224], [2.141, -0.487, -2.912], [1.725, 1.941, -2.627], [0.831, -2.018, -1.478], [-0.072, 2.789, -1.145], [-1.329, -1.177, -0.597], [-2.030, 3.372, 0.081], [-3.098, 2.687, -1.288], [-3.610, 2.289, 0.293], [2.597, -1.559, 1.076], [2.604, -2.899, 0.190], [2.689, -3.031, 2.087], [-1.582, 0.104, 1.791], [-1.676, -1.664, 2.193], [-0.604, -0.547, 3.316]],
  "multiplicity": 3,
  "relative_energy_kcal_mol": 0.0,
  "lumo_ha": [0.0322, -0.0884],
  "gap_ev": [6.819, 7.193]
}

=====

(2)
{
  "formula": "C21H56O8S6",
  "method": "ωB97M-V/def2-TZVPD",
  "species": ["C", "O", "C", "C", "C", "O", "C", "C", "C", "C", "C", "H", "H", "H", "H", "H", "H", "H", "H", "H", "H", "H", "H", "H", "H", "H", "H", "H", "H", "H", "H", "C", "S", "O", "C", "H", "H", "H", "H", "H", "H", "C", "S", "O", "C", "H", "H", "H", "H", "H", "H", "C", "S", "O", "C", "H", "H", "H", "H", "H", "H", "C", "S", "O", "C", "H", "H", "H", "H", "H", "H", "C", "S", "O", "C", "H", "H", "H", "H", "H", "H", "C", "S", "O", "C", "H", "H", "H", "H", "H", "H"],
  "coordinates": [[0.761, -1.793, 0.277], [1.266, -0.547, -0.145], [0.914, 0.556, 0.662], [-0.170, 1.407, 0.001], [-0.802, 2.333, 1.028], [-1.121, 0.503, -0.533], [-1.939, 1.086, -1.533], [-3.137, 0.206, -1.845], [-4.010, -0.197, -0.652], [-4.353, 1.023, 0.216], [-3.444, -1.326, 0.205], [-0.225, -1.980, -0.157], [1.446, -2.574, -0.060], [0.681, -1.852, 1.364], [1.815, 1.152, 0.822], [0.558, 0.234, 1.645], [0.272, 2.001, -0.809], [-1.525, 3.015, 0.583], [-1.319, 1.742, 1.788], [-0.042, 2.933, 1.534], [-1.345, 1.209, -2.449], [-2.277, 2.083, -1.233], [-3.755, 0.802, -2.524], [-2.818, -0.674, -2.412], [-4.946, -0.581, -1.072], [-4.393, 1.939, -0.367], [-5.343, 0.877, 0.660], [-3.655, 1.136, 1.046], [-2.506, -1.047, 0.679], [-3.294, -2.242, -0.370], [-4.159, -1.563, 0.999], [-3.673, 6.649, 0.678], [-3.823, 4.875, 0.913], [-3.508, 4.257, -0.407], [-5.606, 4.849, 1.094], [-2.624, 6.868, 0.494], [-4.272, 6.954, -0.180], [-4.003, 7.161, 1.582], [-6.066, 5.271, 0.199], [-5.880, 5.410, 1.985], [-5.906, 3.811, 1.217], [4.536, -0.584, -0.069], [5.169, -1.683, 1.193], [4.927, -1.037, 2.517], [6.894, -1.467, 0.775], [3.450, -0.560, 0.028], [4.958, 0.412, 0.067], [4.809, -0.983, -1.047], [7.163, -0.417, 0.894], [7.025, -1.783, -0.261], [7.490, -2.080, 1.448], [0.883, -2.114, -5.809], [0.815, -0.602, -4.838], [2.077, 0.135, -5.115], [1.011, -1.384, -3.238], [0.824, -1.837, -6.859], [1.824, -2.627, -5.612], [0.036, -2.750, -5.548], [1.952, -1.936, -3.221], [0.168, -2.051, -3.056], [1.025, -0.607, -2.478], [3.146, -4.595, 2.465], [3.192, -6.388, 2.420], [3.588, -6.779, 1.042], [1.411, -6.621, 2.528], [4.165, -4.227, 2.369], [2.545, -4.226, 1.634], [2.731, -4.265, 3.418], [0.929, -6.110, 1.695], [1.052, -6.233, 3.481], [1.215, -7.690, 2.469], [6.863, -1.639, -4.818], [7.514, -2.861, -3.673], [7.352, -2.285, -2.309], [9.241, -2.643, -4.114], [5.788, -1.581, -4.663], [7.318, -0.671, -4.612], [7.070, -1.956, -5.840], [9.525, -1.602, -3.958], [9.386, -2.933, -5.154], [9.829, -3.289, -3.467], [-6.671, 3.201, 6.462], [-6.844, 3.290, 4.676], [-5.650, 4.017, 4.168], [-8.205, 4.465, 4.675], [-5.830, 2.546, 6.676], [-6.475, 4.198, 6.856], [-7.581, 2.785, 6.893], [-7.900, 5.373, 5.195], [-9.073, 4.015, 5.156], [-8.440, 4.693, 3.637]],
  "lumo_ha": 0.0178,
  "gap_ev": 8.772
}

=====

(3)
{
  "formula": "C23H30N",
  "method": "ωB97M-V/def2-TZVPD",
  "species": ["C", "N", "C", "C", "C", "C", "C", "H", "H", "H", "H", "H", "H", "H", "H", "H", "H", "H", "H", "H", "C", "C", "C", "C", "C", "C", "C", "C", "C", "C", "C", "C", "C", "C", "C", "C", "C", "H", "H", "H", "H", "H", "H", "H", "H", "H", "H", "H", "H", "H", "H", "H", "H", "H"],
  "coordinates": [[-0.607, 0.939, -2.437], [-2.025, 0.948, -2.397], [-2.711, -0.305, -2.354], [-4.166, -0.301, -2.840], [-4.922, 0.956, -2.420], [-4.157, 2.210, -2.835], [-2.702, 2.204, -2.348], [-0.236, 1.849, -2.937], [-0.164, 0.898, -1.427], [-0.242, 0.061, -2.995], [-2.122, -1.033, -2.937], [-2.694, -0.670, -1.307], [-4.173, -0.381, -3.934], [-4.663, -1.196, -2.455], [-5.912, 0.961, -2.885], [-5.077, 0.954, -1.336], [-4.162, 2.292, -3.929], [-4.650, 3.108, -2.448], [-2.682, 2.565, -1.299], [-2.109, 2.930, -2.930], [-2.315, 1.745, 5.826], [-1.471, 1.604, 4.596], [-1.415, 2.636, 3.648], [-0.667, 2.501, 2.486], [0.054, 1.305, 2.202], [0.786, 1.135, 0.975], [1.752, 0.131, 0.828], [2.600, -0.071, -0.259], [3.429, -1.228, -0.426], [4.303, -1.352, -1.546], [5.083, -2.482, -1.732], [5.042, -3.545, -0.816], [5.872, -4.772, -1.039], [4.202, -3.438, 0.301], [3.405, -2.320, 0.493], [0.026, 0.292, 3.208], [-0.715, 0.447, 4.371], [-2.238, 0.848, 6.449], [-2.009, 2.610, 6.429], [-3.372, 1.893, 5.565], [-1.981, 3.549, 3.837], [-0.623, 3.318, 1.765], [0.729, 1.931, 0.231], [1.905, -0.537, 1.677], [2.646, 0.698, -1.034], [4.352, -0.527, -2.258], [5.744, -2.561, -2.597], [5.713, -5.494, -0.232], [5.616, -5.258, -1.990], [6.942, -4.529, -1.080], [4.180, -4.257, 1.022], [2.751, -2.278, 1.364], [0.575, -0.638, 3.060], [-0.728, -0.343, 5.123]],
  "total_charge": 1,
  "relative_energy_kcal_mol": 29.9,
  "lumo_ha": -0.2022,
  "gap_ev": 4.226
}

=====

(4)
{
  "formula": "C3H6N4",
  "method": "ωB97M-V/def2-TZVPD",
  "species": ["C", "C", "C", "N", "N", "N", "N", "H", "H", "H", "H", "H", "H"],
  "coordinates": [[2.953, -0.346, -0.096], [1.774, -0.289, -0.013], [0.350, -0.277, 0.141], [-0.326, -1.362, -0.051], [-1.657, -1.386, -0.085], [-0.258, 0.924, 0.636], [-0.815, 1.758, -0.395], [3.998, -0.344, -0.295], [-1.983, -0.862, 0.759], [-2.054, -2.302, -0.171], [0.534, 1.414, 1.025], [-1.800, 1.830, -0.186], [-0.714, 1.241, -1.271]],
  "relative_energy_kcal_mol": 102.3,
  "lumo_ha": 0.0308,
  "gap_ev": 9.385
}

=====

(5)
{
  "formula": "C3H9N3O",
  "method": "ωB97M-V/def2-TZVPD",
  "species": ["C", "C", "N", "C", "N", "O", "N", "H", "H", "H", "H", "H", "H", "H", "H", "H"],
  "coordinates": [[1.913, -0.275, 1.408], [-1.573, -0.685, 0.847], [0.729, -0.287, 0.593], [0.558, 0.473, -0.422], [-1.533, 0.112, -1.898], [-1.033, 0.398, -0.604], [1.227, 1.173, -1.244], [-0.799, -0.396, -2.389], [-1.658, 1.011, -2.358], [0.659, 1.765, -1.840], [2.196, 0.740, 1.712], [2.770, -0.720, 0.889], [-1.212, -1.698, 0.754], [-2.567, -0.529, 0.444], [-1.413, -0.212, 1.802], [1.736, -0.871, 2.307]],
  "relative_energy_kcal_mol": 149.3,
  "lumo_ha": 0.0036,
  "gap_ev": 8.035
}

=====

(6)
{
  "formula": "C25H30N2O4",
  "method": "ωB97M-V/def2-TZVPD",
  "species": ["C", "C", "C", "C", "O", "C", "C", "C", "C", "C", "O", "N", "C", "C", "C", "C", "C", "C", "C", "C", "C", "C", "C", "O", "N", "C", "C", "C", "O", "C", "C", "H", "H", "H", "H", "H", "H", "H", "H", "H", "H", "H", "H", "H", "H", "H", "H", "H", "H", "H", "H", "H", "H", "H", "H", "H", "H", "H", "H", "H", "H"],
  "coordinates": [[7.982, -6.311, 2.098], [6.812, -5.365, 2.328], [5.549, -6.118, 2.740], [4.362, -5.179, 2.930], [4.034, -4.632, 1.667], [3.026, -3.734, 1.578], [2.770, -3.234, 0.297], [1.776, -2.306, 0.085], [0.998, -1.851, 1.151], [-0.107, -0.863, 1.019], [-1.017, -0.803, 1.827], [0.003, -0.048, -0.067], [-0.798, 1.006, -0.493], [-1.866, 1.448, 0.212], [-2.690, 2.593, -0.016], [-3.800, 2.823, 0.713], [-4.685, 3.960, 0.570], [-5.533, 4.301, 1.629], [-6.380, 5.387, 1.539], [-6.412, 6.150, 0.383], [-5.595, 5.811, -0.684], [-4.741, 4.730, -0.596], [-0.251, 1.507, -1.794], [0.890, 1.205, -2.129], [-1.071, 2.218, -2.582], [-0.666, 2.715, -3.877], [-1.759, 2.483, -4.919], [-3.022, 3.296, -4.620], [-3.685, 2.883, -3.442], [1.240, -2.371, 2.419], [2.243, -3.294, 2.642], [8.206, -6.870, 3.004], [8.871, -5.756, 1.808], [7.749, -7.022, 1.307], [6.604, -4.808, 1.413], [7.073, -4.645, 3.107], [5.293, -6.847, 1.970], [5.722, -6.653, 3.676], [4.627, -4.375, 3.632], [3.503, -5.732, 3.334], [3.374, -3.597, -0.520], [1.598, -1.963, -0.924], [0.828, -0.128, -0.661], [-2.110, 0.878, 1.099], [-2.383, 3.332, -0.742], [-4.063, 2.117, 1.491], [-5.510, 3.709, 2.533], [-7.022, 5.640, 2.371], [-7.077, 6.999, 0.310], [-5.630, 6.393, -1.594], [-4.138, 4.457, -1.448], [-2.034, 2.383, -2.325], [-0.448, 3.788, -3.809], [0.254, 2.193, -4.152], [-1.382, 2.777, -5.899], [-2.009, 1.419, -4.955], [-2.759, 4.343, -4.450], [-3.707, 3.248, -5.477], [-4.062, 2.007, -3.582], [0.623, -2.030, 3.236], [2.404, -3.665, 3.642]],
  "relative_energy_kcal_mol": 22.3,
  "lumo_ha": 0.0011,
  "gap_ev": 7.534
}

=====

(7)
{
  "formula": "C8H11ClN2O",
  "method": "ωB97M-V/def2-TZVPD",
  "species": ["C", "C", "C", "C", "C", "C", "C", "C", "N", "N", "O", "Cl", "H", "H", "H", "H", "H", "H", "H", "H", "H", "H", "H"],
  "coordinates": [[3.613, 0.590, 0.618], [3.069, 0.999, -0.585], [2.892, -0.285, 1.449], [1.838, 0.472, -0.977], [1.621, -0.659, 1.096], [1.064, -0.320, -0.123], [-0.253, -0.818, -0.591], [-4.731, 0.256, -0.440], [-1.533, -0.418, 0.096], [-1.597, 0.973, 0.472], [-3.919, -0.575, -0.957], [-5.496, -0.090, 1.036], [4.710, 0.744, 0.814], [3.737, 1.643, -1.284], [3.337, -0.637, 2.364], [1.434, 0.953, -1.909], [0.954, -1.248, 1.651], [-0.486, -0.418, -1.606], [-0.151, -1.933, -0.480], [-4.992, 1.208, -0.795], [-1.506, -1.058, 0.989], [-1.223, 1.466, -0.307], [-2.382, -0.843, -0.529]],
  "multiplicity": 3,
  "lumo_ha": [-0.0002, -0.0791],
  "gap_ev": [4.273, 6.409]
}

=====

(8)
{
  "formula": "C5H4",
  "method": "ωB97M-V/def2-TZVPD",
  "species": ["C", "C", "C", "C", "C", "H", "H", "H", "H"],
  "coordinates": [[0.646, 0.776, -0.104], [0.731, -0.925, -0.019], [-0.379, -0.132, 0.069], [-2.476, -0.164, 0.050], [1.889, 0.001, 0.140], [-2.699, 0.852, 0.317], [-2.664, -0.485, -0.959], [2.647, 0.018, -0.636], [2.305, 0.060, 1.141]],
  "relative_energy_kcal_mol": 170.1,
  "lumo_ha": [-0.0667, -0.0754],
  "gap_ev": [5.100, 4.501]
}

=====

| no. | electronic energy (eV) |
| --- | --- |
| 1 | -24430.066 |
| 2 | -104071.379 |
| 3 | -25820.390 |
| 4 | -9164.421 |
| 5 | -9769.063 |
| 6 | -37582.498 |
| 7 | -26017.808 |
| 8 | -5238.821 |